Here is a cluster of 2 separate species, C9H24O7P2SSi2 in total from the OMol25 dataset. Energies are from ωB97M-V with the def2-TZVPD basis set.

Results
- HOMO energy (eV) = -9.84
- molecular weight (g/mol) = 394.47
- SMILES string = O=C1O[C@@H]([PH2]=S)[C@@H](P(=O)(O)O)O1.C[Si](C)(C)O[Si](C)(C)C
- E (Eh) = -2544.14838

Geometry as XYZ:
```
45
Properties=species:S:1:pos:R:3:forces:R:3
O 0.22891 -2.36780 2.89203 -0.232 0.132 -0.193
C -0.24292 -2.86404 1.92715 0.203 0.332 0.058
O -1.50540 -3.34653 1.82859 -0.021 -0.491 0.027
C -1.60364 -4.22346 0.68281 0.059 0.618 0.314
P -3.05132 -3.65372 -0.30549 -0.129 -0.339 -0.228
S -3.86255 -5.04449 -1.39803 0.014 0.019 0.020
C -0.15220 -4.17537 0.12331 -0.466 -0.402 -0.206
P 0.22767 -4.12940 -1.68980 0.045 0.234 0.212
O 1.25560 -3.15146 -1.99532 0.032 -0.091 -0.029
O 0.57659 -5.64194 -2.03619 0.051 -0.073 -0.088
O -1.16004 -3.85811 -2.39443 0.173 0.213 -0.289
O 0.38745 -3.01698 0.73300 0.263 -0.276 0.272
H -1.87446 -5.21038 1.05682 0.055 -0.096 -0.153
H -3.86252 -3.20083 0.73872 0.007 0.143 0.062
H -2.59877 -2.48340 -0.92445 -0.094 0.121 0.085
H 0.33808 -5.07309 0.52157 0.287 0.195 0.059
H 0.29600 -6.31373 -1.40831 -0.049 -0.100 -0.004
H -1.63012 -4.61940 -2.75820 -0.203 -0.086 0.078
C 1.74016 0.52562 1.01569 0.023 0.054 -0.012
Si 0.10233 1.40272 0.85560 0.035 -0.246 0.035
C -0.79557 0.74759 -0.65090 -0.017 0.074 -0.019
C -0.93787 1.08528 2.36760 -0.035 0.076 -0.004
O 0.34030 3.02486 0.71107 -0.043 0.000 -0.014
Si 1.08295 4.13686 -0.24760 0.069 0.099 -0.075
C 0.75549 5.82775 0.46059 -0.018 -0.006 0.021
C 0.40033 4.04176 -1.98437 -0.025 -0.032 0.018
C 2.92300 3.82030 -0.29179 -0.012 -0.030 0.024
H 2.33358 0.61266 0.10287 -0.006 -0.003 -0.003
H 1.59111 -0.53816 1.21189 0.011 0.001 0.004
H 2.32713 0.93849 1.83916 -0.006 -0.010 0.009
H -1.72444 1.29395 -0.83030 -0.012 -0.019 0.010
H -1.04200 -0.30874 -0.50868 0.015 -0.012 -0.009
H -0.18261 0.82154 -1.55136 0.002 -0.024 0.001
H -1.90734 1.58351 2.29960 0.005 0.006 -0.009
H -0.44207 1.43656 3.27428 0.009 -0.005 -0.001
H -1.11304 0.01295 2.48259 0.002 0.002 0.034
H -0.31317 6.04787 0.49355 -0.002 -0.007 -0.006
H 1.23795 6.58788 -0.15873 -0.011 0.023 0.020
H 1.14888 5.91913 1.47469 0.006 -0.008 -0.001
H 0.65117 3.09295 -2.46356 0.003 0.001 -0.001
H 0.81401 4.84457 -2.59935 -0.003 -0.005 -0.011
H -0.68724 4.14135 -1.98813 0.001 0.013 -0.002
H 3.15673 2.87359 -0.78322 0.000 0.001 -0.002
H 3.34182 3.78537 0.71612 0.003 0.012 -0.001
H 3.43206 4.61592 -0.84109 0.010 -0.006 -0.001
```
Positions in Å, forces in eV/Å.


Here is the molecule C5H8O at a distorted geometry from the OMol25 dataset. Energies are from ωB97M-V with the def2-TZVPD basis set.

Results
- HOMO energy (alpha / beta) (eV) = -8.77 / -7.87
- molecular weight (g/mol) = 84.12
- E (Eh) = -270.40262

Geometry as XYZ:
```
14
Properties=species:S:1:pos:R:3:forces:R:3
C 1.23744 1.01083 0.37231 -0.108 0.006 0.187
C 0.86430 -0.20355 -0.40233 1.752 -0.120 -0.464
C -0.82116 -0.95939 1.08801 -0.604 -0.047 0.929
C -0.41789 -0.89685 -0.31185 -0.410 0.781 -0.658
C -1.23135 0.14522 -1.10204 -0.680 -0.713 -0.196
O -1.78758 -0.10715 -2.14362 0.243 0.302 0.268
H 1.92661 0.76767 1.19418 -0.040 0.007 -0.087
H 1.76806 1.72783 -0.26832 -0.171 -0.042 0.151
H 0.36480 1.47928 0.84773 0.209 0.022 -0.178
H 1.66212 -0.66901 -0.98199 -0.183 0.154 0.010
H -1.78480 -0.55577 1.39688 0.158 -0.170 0.002
H -0.06311 -1.07517 1.85893 -0.181 -0.121 -0.133
H -0.44852 -1.81144 -0.91222 0.025 -0.035 0.277
H -1.26893 1.14750 -0.63565 -0.008 -0.024 -0.109
```
Positions in Å, forces in eV/Å.


Here is a structure of composition C25H22I2N5O7RuS at a distorted geometry from the OMol25 dataset. Energies are from ωB97M-V with the def2-TZVPD basis set.

Results
- HOMO energy (alpha / beta) (eV) = -13.27 / -13.27
- 2S+1 = 2
- molecular weight (g/mol) = 891.42
- net charge = +2
- E (Eh) = -2854.28726
- ⟨S²⟩ = 0.776

Geometry as XYZ:
```
63
Properties=species:S:1:pos:R:3:forces:R:3
Ru 1.07640 1.53820 0.39847 0.456 0.913 -0.942
I 6.16961 2.42242 1.19949 -0.020 0.026 0.022
C 4.52928 3.37297 1.97256 0.290 0.104 0.088
C 4.65932 4.43286 2.86475 0.113 -0.101 -0.073
C 3.56229 5.10089 3.38421 0.074 0.077 0.077
I 3.88600 6.64892 4.68989 0.002 -0.036 -0.038
C 2.22809 4.70507 3.01229 -0.203 -0.108 -0.084
C 1.04742 5.33829 3.43889 -0.036 -0.031 -0.007
C -0.17134 4.87819 2.99952 0.033 0.022 0.041
C -0.22485 3.77305 2.15132 0.041 -0.094 0.081
N 0.87387 3.15404 1.74319 0.076 -0.145 0.199
C 2.08919 3.61497 2.14800 -0.309 0.125 -0.030
C 3.23577 2.93933 1.58118 -0.248 -0.710 -0.449
O 3.05184 1.98348 0.74660 0.304 0.503 0.429
H 5.65188 4.74695 3.15811 0.005 -0.009 -0.013
H 1.10231 6.18791 4.10648 -0.001 0.001 -0.008
H -1.09115 5.35535 3.30515 0.000 0.005 0.007
H -1.16908 3.37393 1.80544 0.008 -0.003 -0.025
N -5.52939 -0.88702 1.64949 -0.021 0.006 0.007
C -4.95570 -0.46508 0.50488 0.054 0.006 0.031
O -5.48448 -0.50432 -0.58134 -0.044 -0.006 -0.039
C -3.53898 0.07693 0.59885 0.040 0.011 0.023
C -2.67435 -0.10673 1.66591 -0.090 0.048 -0.019
C -1.37992 0.36614 1.57863 -0.004 0.232 0.016
N -0.93371 1.03001 0.50282 -0.045 -0.180 -0.316
C -1.77888 1.22568 -0.52996 0.090 -0.064 0.057
C -3.07031 0.76505 -0.51620 -0.060 -0.044 0.020
H -6.47264 -1.23789 1.59597 0.010 0.000 0.000
H -5.13079 -0.73644 2.55721 0.006 -0.010 -0.009
H -2.95545 -0.65875 2.55166 -0.006 -0.009 -0.006
H -0.66926 0.19128 2.37351 -0.007 -0.019 -0.021
H -1.39227 1.74805 -1.39377 0.004 -0.020 -0.001
H -3.72199 0.90309 -1.36795 -0.005 0.000 0.008
C -0.42488 -3.48598 -6.34826 -0.001 -0.001 0.002
C -0.48612 -3.36611 -4.85307 -0.005 -0.002 -0.003
C -0.37659 -2.12937 -4.22593 0.003 -0.003 -0.002
C -0.46000 -2.01652 -2.84595 0.070 -0.007 0.026
C -0.65622 -3.15796 -2.08715 -0.061 -0.001 -0.006
C -0.77305 -4.40673 -2.68837 -0.051 -0.004 0.008
C -0.68054 -4.50128 -4.06217 0.005 0.005 -0.007
S -0.82081 -3.03226 -0.34555 0.089 -0.068 -0.015
O -2.02310 -3.69338 0.05513 -0.033 0.005 0.017
O -0.58960 -1.65327 0.03182 -0.050 -0.128 -0.108
N 0.46453 -3.84340 0.27529 0.166 0.100 0.050
C 1.37816 -3.17660 1.20478 0.031 -0.023 -0.050
C 2.32772 -2.16676 0.53260 -0.078 -0.023 0.023
C 1.78828 -0.78296 0.46070 -0.049 0.218 -0.176
O 1.45431 -0.13478 1.52010 -0.015 0.190 0.180
O 1.70343 -0.09961 -0.61630 -0.157 -0.480 0.308
H 0.01429 -2.59962 -6.80226 0.001 0.003 0.000
H -1.42884 -3.61042 -6.75846 0.002 -0.001 0.002
H 0.15954 -4.35476 -6.64878 0.002 -0.001 0.000
H -0.22534 -1.24191 -4.82789 0.002 0.001 0.003
H -0.36572 -1.05691 -2.35620 0.005 0.004 0.000
H -0.94679 -5.29342 -2.09196 -0.011 0.006 0.001
H -0.76827 -5.47090 -4.53576 0.000 -0.001 -0.001
H 0.23512 -4.79853 0.51386 -0.015 0.004 0.014
H 1.98699 -3.96903 1.63453 0.008 -0.005 -0.025
H 0.85438 -2.69005 2.03086 -0.020 0.001 -0.022
H 2.62801 -2.49129 -0.46251 -0.068 -0.024 -0.004
H 3.22342 -2.09281 1.15586 0.024 0.013 -0.033
O 1.00112 3.38943 -1.80314 0.120 -0.909 0.485
N 0.98781 2.65033 -0.95107 -0.420 0.644 0.307
```
Positions in Å, forces in eV/Å.


Here is a structure of composition C38H89N3O24Rb at a distorted geometry from the OMol25 dataset. Energies are from ωB97M-V with the def2-TZVPD basis set.

Results
- HOMO energy (eV) = -5.71
- molecular weight (g/mol) = 1057.60
- net charge = -1
- E (Eh) = -3495.30479

Geometry as XYZ:
```
155
Properties=species:S:1:pos:R:3:forces:R:3
Rb -32.39642 4.69374 5.06633 0.309 0.366 -0.273
C -28.40726 4.80887 1.93283 -1.187 0.508 1.525
C -29.39994 5.17881 2.86415 0.029 0.661 -0.894
C -30.18638 6.52541 2.60331 0.552 -0.401 -0.958
O -31.10326 6.86587 3.37971 0.012 -0.444 0.675
C -29.85098 7.25966 1.45410 -0.118 -0.204 0.931
C -28.82596 6.90095 0.58464 0.174 1.405 0.090
C -28.06601 5.61708 0.83634 0.220 -2.224 -0.693
O -27.28572 5.12159 -0.01006 0.050 1.246 -0.271
O -28.49375 7.66975 -0.34872 0.297 -0.476 -0.365
O -29.77382 4.49912 3.85018 -0.149 -0.125 0.333
H -27.96961 3.82300 2.03562 0.401 0.110 0.043
H -30.30413 8.23566 1.33561 -0.089 -0.019 -0.125
C -33.39983 4.94466 0.52717 0.411 0.123 -1.354
O -33.74728 3.84933 1.32470 -0.589 -0.136 0.970
C -32.64080 3.01215 1.65273 -0.656 0.651 -0.947
C -33.09949 1.85112 2.47179 0.064 -0.237 -0.483
N -33.67860 2.32423 3.71814 -0.452 -0.574 0.816
C -33.88803 1.18801 4.62112 -0.059 -0.760 -0.329
C -34.58158 1.53497 5.90912 -0.894 -0.012 0.343
O -35.94701 1.84658 5.62870 0.607 0.251 -0.656
C -36.82135 1.75099 6.70253 -0.759 0.173 0.428
H -33.26154 4.65063 -0.52472 0.064 -0.240 0.075
H -32.45029 5.42561 0.78886 -0.100 0.048 0.479
H -34.20329 5.67548 0.50042 -0.085 -0.019 0.455
H -31.94092 3.59720 2.25171 0.471 0.016 -0.203
H -32.21122 2.72364 0.69140 0.299 -0.170 0.449
H -32.22695 1.22073 2.66282 0.036 0.129 0.274
H -33.80842 1.22277 1.91224 -0.038 0.096 -0.045
H -34.62318 2.63182 3.49329 0.167 0.367 -0.047
H -32.96092 0.64257 4.81519 0.318 0.562 0.161
H -34.48959 0.41680 4.11431 -0.263 0.062 0.098
H -34.11781 2.37515 6.43878 0.152 0.055 -0.026
H -34.61347 0.68546 6.59962 0.446 -0.142 -0.067
H -36.78768 2.59037 7.41406 0.419 -0.003 -0.099
H -36.68763 0.82123 7.27239 -0.006 0.003 -0.113
H -37.82961 1.78531 6.28162 0.069 -0.221 0.061
C -34.67336 9.46038 -2.87539 0.273 0.058 0.397
O -33.95526 10.21950 -1.92983 -0.400 0.424 -0.185
C -32.72139 9.68840 -1.50369 0.456 -0.230 0.502
C -32.88590 8.76934 -0.29216 -1.539 0.503 -0.634
N -33.66535 9.44023 0.73832 -0.226 -0.203 0.654
C -34.18757 8.50518 1.72605 0.563 0.214 0.332
C -35.18381 9.23022 2.61332 0.142 -0.503 -0.034
O -36.38419 9.52579 1.90633 0.155 0.137 0.039
C -37.16480 8.40998 1.51070 -0.188 1.063 0.110
H -35.11957 8.57557 -2.40784 -0.005 -0.118 -0.177
H -34.01495 9.16715 -3.69950 -0.102 -0.129 -0.057
H -35.46779 10.10335 -3.25096 -0.029 -0.058 -0.047
H -32.10904 10.54714 -1.22221 0.116 -0.099 -0.129
H -32.24859 9.11692 -2.31158 0.155 0.204 -0.014
H -31.92591 8.44480 0.10156 -0.032 -0.136 -0.101
H -33.50124 7.92137 -0.64421 0.536 -0.447 -0.006
H -34.48645 9.91456 0.37580 0.353 0.088 -0.603
H -33.33828 8.11246 2.29736 -0.165 0.053 0.179
H -34.68209 7.62129 1.29439 0.062 0.028 -0.179
H -34.74261 10.17710 2.92196 -0.173 0.134 -0.101
H -35.40626 8.65511 3.51949 -0.049 -0.155 -0.027
H -36.67332 7.78689 0.76410 0.029 -0.189 0.110
H -38.03480 8.88416 1.05662 -0.118 -0.284 -0.132
H -37.51170 7.84534 2.37933 0.191 -0.295 0.012
C -27.31066 6.70102 7.00700 0.343 -0.011 0.925
O -26.73906 6.92228 5.75701 -0.004 -0.653 -0.301
C -26.97026 8.22272 5.25584 0.726 -0.525 0.149
C -26.52041 8.33910 3.80818 -0.061 0.632 0.636
N -25.07463 8.34616 3.67972 0.746 0.495 -0.485
C -24.70691 8.47853 2.26734 0.366 -1.032 -0.066
C -23.23208 8.75583 2.08996 -0.222 0.968 0.547
O -22.89680 10.05728 2.62717 -0.019 -0.286 -0.077
C -23.30126 11.13309 1.80686 0.627 0.252 0.283
H -28.40249 6.73826 6.97463 -0.139 0.420 0.090
H -26.86360 7.36603 7.75830 -0.504 0.627 -0.053
H -27.06917 5.74100 7.46720 0.218 -0.435 -0.947
H -26.33156 8.92415 5.81231 -0.207 0.180 0.220
H -28.01738 8.50548 5.40842 -0.083 0.038 -0.245
H -26.93658 9.32256 3.52580 -0.194 -0.252 -0.596
H -26.87266 7.53444 3.16452 -0.452 0.045 0.102
H -24.67154 9.18971 4.08444 -0.292 -0.130 0.486
H -25.29743 9.25618 1.77246 -0.147 -0.120 -0.290
H -24.83895 7.50373 1.78360 -0.518 0.165 -0.158
H -22.94883 8.71406 1.03560 -0.030 -0.043 -0.070
H -22.65466 8.02946 2.66094 0.058 0.067 -0.009
H -22.91962 12.04952 2.26308 0.013 -0.098 0.127
H -24.37785 11.26336 1.71222 -0.203 -0.281 -0.111
H -22.82447 11.06275 0.82803 -0.198 -0.105 -0.288
C -24.73630 2.88583 1.01364 -1.075 1.512 0.649
C -23.53582 2.23852 1.64484 -0.219 -0.689 -0.628
O -23.61361 2.21764 3.05767 -0.324 0.322 0.159
O -24.78897 4.31064 1.18687 0.563 -0.294 -0.232
H -25.63420 2.49833 1.51090 0.104 -0.431 -0.084
H -24.84568 2.68466 -0.05355 0.429 -0.469 -0.002
H -22.58669 2.66883 1.31335 -0.080 0.109 -0.121
H -23.64213 1.21459 1.25557 0.500 -0.099 0.064
H -22.96131 1.60425 3.39946 0.094 -0.020 -0.065
H -25.46694 4.62387 0.56644 -0.069 0.086 0.314
C -27.93471 12.40149 0.46187 0.279 0.377 -0.808
C -28.06064 10.89924 0.31151 -0.939 0.253 1.293
O -29.27097 10.59822 -0.37985 0.655 -0.154 -0.300
O -28.75071 12.93240 1.49308 -0.146 -0.525 0.304
H -28.22474 12.84622 -0.49801 -0.030 -0.050 -0.078
H -26.88795 12.68590 0.61657 0.105 -0.188 0.189
H -28.17565 10.46735 1.31453 0.379 0.052 0.137
H -27.15818 10.46576 -0.12529 -0.097 0.064 -0.378
H -29.21065 9.64603 -0.55821 -0.270 0.064 0.027
H -28.69326 13.88894 1.48758 0.054 0.053 -0.129
C -27.79941 9.55538 -3.06993 1.168 0.813 -0.221
C -26.53857 8.68897 -2.99996 -0.695 -0.173 -0.040
O -26.13213 8.38010 -1.67621 -0.322 -0.048 -0.391
O -28.96944 8.81518 -2.88719 -0.442 -0.157 -0.327
H -27.81734 10.02473 -4.05753 -0.298 -0.235 -0.171
H -27.73255 10.40117 -2.37737 -0.034 -0.121 0.237
H -25.69019 9.11617 -3.53212 0.025 0.293 0.146
H -26.85141 7.80409 -3.57115 0.389 -0.343 0.123
H -26.89648 7.93921 -1.25400 0.333 -0.027 0.252
H -28.87450 8.28520 -2.08776 -0.069 -0.116 0.297
C -29.87330 1.55037 0.44592 -0.280 0.353 0.325
C -28.96152 1.02438 -0.63996 0.009 -0.090 -0.798
O -27.67840 1.60653 -0.67265 0.345 0.039 0.559
O -30.15119 2.94156 0.25245 1.163 -0.318 0.229
H -29.49281 1.38550 1.46121 0.397 0.047 -0.124
H -30.84011 1.03802 0.46078 0.014 -0.158 -0.433
H -29.40976 1.21075 -1.62287 -0.396 -0.105 0.114
H -28.82483 -0.05732 -0.55766 -0.056 -0.015 0.201
H -27.68726 2.39113 -1.23513 -0.253 0.090 -0.025
H -29.39703 3.40388 0.68008 -0.590 0.137 -0.404
C -30.26820 5.23030 -2.10376 0.108 -0.206 -0.337
C -28.96891 5.20045 -2.90723 -0.633 0.247 -0.686
O -28.07027 4.18870 -2.48309 0.078 0.305 0.198
O -31.06904 4.07454 -2.31652 0.138 -0.186 -0.013
H -30.88747 6.06531 -2.43780 0.173 0.209 0.122
H -30.04374 5.32655 -1.03950 -0.075 0.158 0.055
H -28.51710 6.19882 -2.94667 0.167 -0.112 0.523
H -29.22446 5.03397 -3.95978 -0.045 -0.428 0.104
H -27.63005 4.58176 -1.70550 0.045 -0.136 0.062
H -30.68495 3.37791 -1.76744 -0.035 0.088 0.098
C -32.96219 9.13958 5.52040 1.055 -0.578 0.248
C -31.49407 9.58362 5.49864 -0.169 -0.289 -0.038
O -31.04233 9.63130 4.16602 0.275 0.444 -0.101
O -33.05856 7.78175 5.07993 -0.214 -0.066 0.255
H -33.54923 9.78007 4.86414 -0.058 0.196 0.100
H -33.31725 9.16810 6.55190 -0.285 0.067 -0.067
H -30.84884 8.90460 6.07191 -0.334 -0.190 0.134
H -31.37406 10.55704 5.98460 -0.124 0.157 -0.346
H -30.71107 8.76163 3.89797 -0.193 -0.002 0.001
H -32.43656 7.65541 4.34379 0.008 0.095 -0.118
C -28.91925 1.36188 5.02621 1.082 0.171 -0.498
C -28.18541 2.19982 6.09159 -1.061 -0.964 0.027
O -27.63160 3.37708 5.60816 0.331 0.427 -0.051
O -30.12220 1.91212 4.50976 -0.207 -0.081 0.593
H -29.07571 0.34122 5.38400 -0.521 0.175 0.263
H -28.20743 1.22162 4.19920 0.045 0.163 -0.041
H -27.39292 1.58010 6.52209 0.220 0.072 -0.290
H -28.87273 2.34740 6.94190 -0.152 0.353 -0.104
H -28.21231 3.82709 4.97258 -0.110 -0.100 0.145
H -29.95641 2.83472 4.21450 0.217 -0.229 -0.133
```
Positions in Å, forces in eV/Å.